Formula: C4H8N2O2
Source: OMol25
Level of theory: ωB97M-V with the def2-TZVPD basis set

Geometry as XYZ:
```
16
Properties=species:S:1:pos:R:3:forces:R:3:lowdin_charge:R:1
O -0.0027 2.3179 -1.4475 -1.0 -0.1 -0.1 -0.063
C 0.3058 1.8775 -0.1589 -1.2 -2.4 1.4 -0.218
C 0.3679 0.2771 -0.3089 2.2 2.9 -0.7 -0.349
C 0.6317 -0.5179 0.9129 -0.4 -0.3 3.1 -0.195
N 0.5437 -1.9149 0.4135 0.1 -0.8 1.7 -0.072
N -0.8603 -2.3218 0.2127 0.9 3.2 -0.9 0.067
C -1.4193 -1.3492 -0.4413 2.8 -0.1 0.0 -0.152
O -0.7864 -0.1882 -0.9629 -1.6 -1.5 1.0 -0.061
H -0.7363 1.6995 -1.7016 0.8 1.0 -0.1 0.102
H -0.4669 2.0684 0.6322 0.1 0.3 -0.8 0.124
H 1.2190 2.3049 0.2748 0.1 -0.2 -0.7 0.123
H 1.1791 0.2320 -1.1151 -0.6 -0.7 1.4 0.174
H -0.1055 -0.4333 1.8881 0.8 0.3 -2.7 0.168
H 1.5747 -0.1881 1.4916 -0.8 -1.1 -1.7 0.144
H 0.9235 -2.4897 1.1761 -0.5 -0.2 -0.7 0.106
H -2.3679 -1.3743 -0.8656 -1.7 -0.4 -0.2 0.103
```
Positions in Å, forces in eV/Å.

Largest force on an atom: 3.69 eV/A
Orbital gap: 10.00 eV
SMILES: OC[C@H]1CNN=CO1
Net charge: 0
Energy above the lowest of the compared OMol25 structures with the same formula, charge and spin: 94.1 kcal/mol